Density functional theory data (ωB97M-V with the def2-TZVPD basis set) for a structure of composition C25H20Cl4N5O3Pd.

## Properties
LUMO energy   -4.55 eV
Kohn-Sham gap   0.242 hartree
Total charge   +1
Energy relative to the best compared isomer or geometry (same formula, charge and spin)   0.0 kJ/mol

Each line ends with the natural charge from an NBO analysis.
CARTESIAN COORDINATES (ANGSTROEM)
Pd (-0.63, -0.34, 0.04)  0.97
C (-4.49, 1.18, 0.76)  -0.68
C (-3.26, 0.53, 0.24)  0.26
N (-2.10, 0.64, 0.77)  -0.21
N (-1.87, 1.39, 1.91)  -0.42
C (-0.60, 1.25, 2.26)  0.59
O (0.24, 0.48, 1.62)  -0.72
C (-0.06, 2.01, 3.39)  -0.08
C (-0.86, 2.92, 4.09)  -0.18
C (-0.32, 3.67, 5.12)  -0.21
C (1.02, 3.52, 5.46)  -0.18
C (1.82, 2.62, 4.77)  -0.21
C (1.28, 1.86, 3.74)  -0.21
C (-3.26, -0.33, -0.97)  0.17
C (-4.38, -0.59, -1.73)  -0.21
C (-4.25, -1.37, -2.88)  -0.12
C (-3.01, -1.86, -3.23)  -0.24
C (-1.93, -1.58, -2.42)  0.09
N (-2.05, -0.85, -1.32)  -0.43
H (-4.24, 1.83, 1.59)  0.27
H (-5.20, 0.43, 1.10)  0.24
H (-4.97, 1.77, -0.02)  0.24
H (-1.90, 3.03, 3.81)  0.24
H (-0.94, 4.37, 5.66)  0.23
H (1.44, 4.11, 6.26)  0.22
H (2.86, 2.50, 5.04)  0.22
H (1.89, 1.14, 3.21)  0.23
H (-5.34, -0.19, -1.44)  0.24
H (-5.12, -1.58, -3.49)  0.24
H (-2.87, -2.46, -4.12)  0.25
H (-0.94, -1.95, -2.64)  0.22
Cl (3.87, 4.53, 2.30)  0.12
C (3.23, 3.37, 1.23)  -0.07
C (4.13, 2.30, 0.74)  -0.01
Cl (5.76, 2.36, 1.22)  0.13
C (3.69, 1.30, -0.04)  -0.21
Cl (4.70, 0.03, -0.58)  0.08
C (2.27, 1.21, -0.41)  0.55
O (1.78, 0.25, -0.94)  -0.55
C (1.38, 2.42, -0.06)  0.44
O (0.28, 2.48, -0.54)  -0.45
C (1.94, 3.43, 0.86)  -0.14
Cl (0.86, 4.64, 1.39)  0.12
C (3.40, -4.17, -1.06)  -0.65
C (2.18, -3.60, -0.42)  0.20
C (1.42, -4.03, 0.64)  -0.34
C (0.42, -3.07, 0.81)  0.20
N (0.54, -2.11, -0.11)  -0.37
N (1.62, -2.46, -0.85)  -0.33
C (-0.67, -3.03, 1.83)  -0.65
H (3.67, -5.10, -0.57)  0.24
H (4.25, -3.49, -0.98)  0.24
H (3.24, -4.38, -2.12)  0.24
H (1.57, -4.92, 1.23)  0.24
H (1.99, -1.79, -1.50)  0.44
H (-0.67, -3.95, 2.41)  0.24
H (-1.64, -2.91, 1.37)  0.23
H (-0.52, -2.20, 2.52)  0.24